(1)
Computed, not measured: C21H17BCl2IMgN5O3S as an isolated structure, with ωB97M-V/def2-TZVPD.

Values from the calculation:
- Highest occupied orbital energy: -1.950 eV
- Multiplicity: 1
- Net charge: -2
- F_max: 0.2 eV/A
- DFT total energy: -85754.687 eV
- Kohn-Sham gap: 5.58 eV

Positions of all 52 atoms, in Å:
C 1.78446 -0.76364 -2.81689
H 3.13848 3.39913 1.86377
B 2.20668 4.02841 1.39455
C 2.02482 0.17856 4.93661
C 0.63758 -1.73626 -0.76486
C 0.53166 0.03891 2.65453
H 1.90832 2.31655 4.72064
C 1.02626 2.28006 -4.07038
H 2.55106 -0.96168 -3.57128
C 2.19398 -3.05264 -2.11537
H -5.34153 0.00951 2.31316
H -3.09036 -1.77537 -2.73745
C 2.05073 -4.15628 -1.29936
N 0.79155 2.28629 -0.18221
H 2.63188 0.17870 5.82988
C 1.62131 -1.00419 4.33613
I 2.19728 -2.82715 5.25591
N 1.73475 1.21905 -3.83130
C 1.19989 -4.05131 -0.19246
C 0.84530 1.28373 3.17099
Cl -6.39376 -2.33857 1.05148
C -5.09478 -1.25850 0.58068
H 1.45284 4.40179 2.28023
N 0.91152 -1.10603 3.24419
O -1.73824 -0.30397 -2.68877
C -3.78627 0.69329 1.04176
O -0.02153 -0.67126 -0.48400
O -2.08790 1.35305 -0.44785
C 1.61594 1.35377 4.32135
C -2.67410 -0.90319 -2.19221
H -0.11661 -2.79216 0.93814
C -4.38681 -1.47439 -0.56685
H 2.85928 -3.10344 -2.97313
C 1.38880 3.03929 0.45579
N 1.55511 3.09997 -5.07428
H 2.59162 -5.07212 -1.50372
C 1.51567 -1.84892 -1.88709
C 0.52016 -2.88500 0.06672
H -4.61882 -2.32299 -1.20091
H 0.52726 2.18086 2.66235
N 1.22747 0.38690 -2.84616
Cl -3.41469 2.04208 2.06977
H 1.28152 4.06206 -4.95309
H 1.07902 -4.89372 0.48102
Mg -0.36468 1.02411 -1.48063
H 2.55140 2.96734 -5.17817
H -0.02661 -0.05145 1.72825
S -0.46096 2.80191 -3.37124
H 2.59478 4.96987 0.73058
C -2.99133 0.53154 -0.15348
C -4.78971 -0.16183 1.39884
C -3.34971 -0.61068 -0.94420

Atomic partial charges in e from the Löwdin method, atoms 1 to 6: C -0.095; H -0.009; B -0.463; C -0.162; C -0.355; C -0.087

---

(2)
Computed, not measured: C32H39CuN8O2 as an isolated structure, with ωB97M-V/def2-TZVPD.

Values from the calculation:
- Highest occupied orbital energy: -9.469 eV
- Multiplicity: 2
- Net charge: +1
- F_max: 2.6 eV/A
- DFT total energy: -94465.007 eV
- Kohn-Sham gap: 6.31 eV

Positions of all 82 atoms, in Å:
H 12.92022 4.02486 17.04869
C 14.53556 4.21368 19.49033
N 8.91046 6.24321 23.40250
H 10.67057 7.73829 18.28217
C 8.29802 9.38443 19.80428
H 13.42110 6.19390 26.09810
H 5.13814 11.47582 11.43793
C 13.97550 9.53614 22.17254
H 4.33158 12.68986 15.57747
H 14.71173 4.70819 20.45251
C 4.52519 12.18063 13.48052
H 15.10778 4.56192 23.17159
C 9.84698 9.83665 23.24672
C 5.63357 11.04680 15.20989
H 13.61407 3.73936 22.58318
H 15.01258 9.35000 21.88662
C 8.92679 4.92727 23.58981
C 5.26783 11.41958 12.54909
H 14.24356 11.61570 22.50571
C 6.12924 10.36798 12.92575
H 8.07558 9.58478 20.84753
C 13.51009 10.76982 22.51117
H 9.39824 8.54550 16.21094
C 9.01825 8.71683 17.21863
N 7.13411 9.41219 15.06702
C 8.08379 8.33596 23.76265
C 7.81546 6.90052 23.81933
H 12.51731 4.49105 19.88487
H 6.62273 9.78893 12.14658
C 14.13189 4.13999 23.47245
C 9.73927 8.29873 18.36623
C 12.34467 4.18792 25.15161
C 13.17593 5.11635 24.22389
H 11.77586 11.85720 23.23041
H 9.30460 10.35759 22.42910
N 13.13935 4.36574 19.09539
H 6.69010 10.47520 18.94744
H 14.90377 5.58439 25.36963
N 14.76308 2.06387 18.22525
H 15.22619 2.61770 17.46758
H 14.14705 7.06363 24.75180
C 6.67707 6.27440 24.38830
C 7.51058 9.81918 18.74851
H 14.35610 3.23060 24.07730
C 7.85901 9.46673 17.43611
H 5.83247 6.88827 24.70393
O 7.22461 9.20452 24.00833
H 14.65041 2.13200 20.33891
H 9.63197 10.47550 24.14507
H 15.06526 1.07666 18.19133
C 13.93708 6.07626 25.13692
H 15.15435 4.81551 18.83096
O 12.21183 5.69813 23.19506
H 11.99497 3.30835 24.55172
H 12.93430 3.76144 25.99694
H 13.08647 1.64229 16.98219
H 11.41361 4.68947 25.54816
C 13.11125 8.41984 22.35677
N 11.85788 8.55284 22.81080
H 8.00541 3.17873 24.41024
C 12.18109 10.90136 22.91762
C 7.92185 4.24922 24.23223
Cu 10.82321 7.06662 23.49263
C 4.77055 12.04587 14.83068
C 6.29515 10.17754 14.27235
N 9.39712 8.62739 19.59995
C 13.21009 2.10227 17.97846
H 3.81896 12.92715 13.15067
C 15.11281 2.75698 19.53389
H 9.87056 4.45034 23.23440
H 13.41866 7.38542 22.15473
H 11.58377 3.48506 17.94863
C 7.01151 9.87465 16.33243
C 12.67943 3.53813 17.99664
H 12.69403 1.47857 18.74797
N 9.40127 8.49604 23.45556
H 7.79324 8.76016 14.73397
C 11.33476 9.77724 22.95704
C 6.74322 4.90391 24.63290
H 16.20105 2.80771 19.68530
N 6.08927 10.83529 16.46945
H 5.94312 4.35107 25.10074

Atomic partial charges in e from the Löwdin method, atoms 1 to 6: H 0.118; C -0.185; N 0.039; H 0.095; C -0.109; H 0.081